# 1
{
  "formula": "C6H16NO2P",
  "method": "ωB97M-V/def2-TZVPD",
  "homo_ev": -7.835,
  "multiplicity": 1,
  "smiles": "CCCP([O-])[N+](C)(C)CO",
  "de_lowest_kcal_mol": 90.4,
  "charge": 0,
  "gap_ev": 8.51,
  "energy_ev": -21351.61044,
  "elements": ["C", "C", "C", "P", "O", "N", "C", "C", "C", "O", "H", "H", "H", "H", "H", "H", "H", "H", "H", "H", "H", "H", "H", "H", "H", "H"],
  "coordinates": [[2.353, 2.425, -0.997], [1.073, 2.764, -0.246], [-0.064, 1.677, -0.328], [0.749, 0.435, 0.882], [0.023, 0.831, 2.057], [-0.560, -1.280, 0.504], [-0.336, -2.350, 1.677], [-2.205, -1.249, 0.249], [0.116, -1.768, -0.769], [1.536, -2.152, -0.435], [3.189, 2.463, -0.230], [2.238, 1.488, -1.533], [2.790, 3.161, -1.758], [0.633, 3.671, -0.687], [1.193, 3.022, 0.802], [-0.931, 1.922, 0.226], [-0.293, 1.470, -1.429], [0.701, -2.646, 1.959], [-0.980, -2.035, 2.574], [-0.560, -3.395, 1.478], [-2.606, -0.534, 0.975], [-2.458, -0.972, -0.765], [-2.523, -2.227, 0.420], [-0.220, -0.893, -1.374], [-0.287, -2.601, -1.396], [1.779, -1.822, 0.577]],
  "atomic_forces_ev_per_a": [[2.0, 1.2, 0.5], [-2.0, 1.1, -1.0], [2.3, -1.0, -1.8], [0.0, -0.6, -2.8], [-1.2, 1.1, 4.0], [-1.4, -4.1, -0.1], [-0.8, 0.9, 0.6], [3.4, 1.6, 0.8], [0.4, 0.0, 1.1], [-1.6, 1.8, 2.1], [-0.7, -1.0, -1.0], [0.4, -0.3, 0.2], [-1.4, -0.6, 0.9], [0.1, 0.0, 0.1], [0.5, -0.1, 0.2], [-0.9, 0.6, 0.4], [0.3, 0.0, 1.5], [-0.2, 1.8, 0.0], [1.4, -0.2, -1.3], [-1.3, 0.0, -1.1], [0.1, -0.2, -0.2], [0.4, 0.3, -0.2], [-0.6, -1.5, 0.4], [2.0, 0.0, -0.3], [0.0, -0.1, 1.3], [-1.1, -0.7, -4.1]]
}

***

# 2
{
  "formula": "C2H4S",
  "method": "ωB97M-V/def2-TZVPD",
  "homo_ev": -8.604,
  "multiplicity": 1,
  "smiles": "CC=S",
  "de_lowest_kcal_mol": 22.4,
  "charge": 0,
  "gap_ev": 8.45,
  "energy_ev": -12972.36131,
  "elements": ["C", "C", "S", "H", "H", "H", "H"],
  "coordinates": [[0.781, -0.135, -0.115], [-0.930, 0.016, -0.066], [-1.774, 1.244, -0.574], [1.066, 0.405, 0.867], [1.241, 0.146, -1.019], [1.005, -1.174, 0.118], [-1.389, -0.502, 0.788]],
  "atomic_forces_ev_per_a": [[-3.7, -0.4, 3.1], [3.7, -0.1, 1.7], [-0.6, 0.9, -1.2], [-0.2, -0.4, -2.0], [0.4, 0.8, -0.9], [0.0, -0.2, -0.3], [0.4, -0.7, -0.6]]
}

***

# 3
{
  "formula": "C7H8O",
  "method": "ωB97M-V/def2-TZVPD",
  "homo_ev": -8.424,
  "multiplicity": 1,
  "smiles": "C1=C\\C/C=C\\O\\C=C/1",
  "de_lowest_kcal_mol": 140.1,
  "charge": 0,
  "gap_ev": 9.43,
  "energy_ev": -9430.16755,
  "elements": ["C", "C", "C", "C", "C", "O", "C", "C", "H", "H", "H", "H", "H", "H", "H", "H"],
  "coordinates": [[0.638, 1.344, -0.663], [-0.709, 1.553, -0.329], [-1.323, 0.624, 0.804], [-1.636, -0.633, 0.031], [-0.721, -1.420, -0.375], [0.747, -1.430, -0.280], [1.529, -0.614, 0.390], [1.561, 0.634, 0.298], [1.035, 2.014, -1.577], [-1.271, 2.107, -1.008], [-2.177, 1.129, 1.268], [-0.291, 0.538, 1.386], [-2.790, -1.112, 0.080], [-1.167, -2.344, -0.782], [2.646, -1.106, 0.710], [2.002, 1.293, 1.225]],
  "atomic_forces_ev_per_a": [[-2.5, 3.1, 0.2], [3.8, -2.5, 0.5], [2.7, 2.0, -1.6], [-4.6, 1.2, 3.3], [2.9, -3.5, -1.2], [-3.4, -2.1, -1.8], [4.9, -5.3, 1.3], [-0.3, 8.1, 1.1], [-0.6, -1.9, 2.2], [-1.3, 0.9, -0.8], [0.4, -0.4, 0.3], [-3.1, -0.3, -0.1], [3.3, 1.6, -0.6], [1.6, 0.1, -0.1], [-3.6, 0.6, 0.1], [-0.2, -1.7, -2.9]]
}

***

# 4
{
  "formula": "C6H11F2O3S",
  "method": "ωB97M-V/def2-TZVPD",
  "homo_ev": [-1.502, -5.427],
  "multiplicity": 3,
  "charge": -1,
  "gap_ev": [5.08, 6.92],
  "energy_ev": -28808.13635,
  "elements": ["C", "C", "C", "C", "C", "C", "O", "O", "O", "F", "F", "S", "H", "H", "H", "H", "H", "H", "H", "H", "H", "H", "H"],
  "coordinates": [[-1.739, 0.011, -1.194], [0.921, 1.501, -1.227], [0.799, 1.089, 1.410], [-1.221, 0.867, -0.040], [0.295, 0.880, 0.042], [0.809, -1.146, -0.041], [0.826, -3.572, 0.728], [0.273, -1.848, 2.383], [-1.333, -2.500, 0.761], [2.146, -1.127, 0.293], [0.867, -1.540, -1.318], [0.032, -2.335, 1.046], [-2.801, 0.253, -1.360], [-1.220, -0.074, -2.145], [-1.503, -1.156, -0.933], [1.101, 0.823, -1.934], [1.902, 2.081, -0.966], [0.327, 2.232, -1.583], [0.295, 0.253, 2.007], [1.822, 0.999, 1.429], [0.502, 2.002, 1.791], [-1.578, 1.965, 0.010], [-1.523, 0.342, 0.838]],
  "atomic_forces_ev_per_a": [[0.0, -2.8, 0.3], [3.0, 1.0, 5.9], [-1.9, -3.2, -0.7], [1.5, 0.3, -0.7], [-1.8, 6.2, -1.6], [3.1, -5.1, -0.3], [-0.9, 1.9, 0.2], [0.4, 0.7, 0.2], [-3.0, 0.4, -1.4], [-0.9, 1.0, 0.2], [-0.9, 0.3, -0.5], [3.3, -4.3, 1.7], [0.3, -0.7, -0.1], [0.3, 1.4, -0.3], [-1.6, 2.8, 0.0], [0.9, -2.7, -3.0], [-1.3, -1.3, -0.4], [-2.5, 2.5, -1.4], [1.0, 1.2, -0.2], [2.5, -0.2, 0.4], [-0.8, 2.3, 1.0], [0.1, -1.4, -0.3], [-0.8, 0.0, 0.9]]
}

***

- multiplicity of number 1 (C6H16NO2P)?
  1